The following is a DFT calculation (ωB97M-V/def2-TZVPD) of C6H10OS in the gas phase in a non-equilibrium geometry.

The geometry in XYZ format:
```
18
Properties=species:S:1:pos:R:3:forces:R:3:lowdin_charge:R:1
C -0.87813 -0.23604 -0.37689 1.36 -4.01 1.82 -0.59
C 0.32294 -0.99717 -1.06316 -0.64 1.67 2.59 -0.18
C 1.34846 -0.34164 -0.03503 1.54 -2.91 1.35 -0.23
C 2.23258 0.97421 -0.23241 -0.84 -1.01 -3.03 -0.16
C 0.26020 1.58901 1.11094 1.64 -2.69 1.77 -0.17
C 0.08420 -0.00891 0.92855 1.16 1.00 -0.95 -0.14
H -1.54947 -2.49035 -0.17155 -2.08 2.07 -0.43 -0.05
H -1.06685 0.69384 -0.80062 -0.51 1.58 -0.69 0.06
H 0.43925 -0.70247 -2.02817 0.52 0.58 -3.10 0.06
H 0.11235 -2.07246 -1.01408 0.80 0.30 0.26 0.08
H 2.12501 -1.19214 0.32182 -1.96 1.82 -0.31 0.16
H 2.20063 1.12222 -1.53793 -0.32 0.55 3.53 0.16
H 3.44194 0.94268 -0.10246 -3.27 -0.07 0.52 0.15
H -0.43221 2.41827 0.97411 -0.50 -0.64 -1.04 0.13
H 0.43312 1.55529 2.15601 -0.20 0.78 1.48 0.08
H 0.24598 -0.62891 1.96448 -1.47 1.53 -2.67 0.18
O 1.55939 1.89375 0.65132 2.15 0.90 -2.00 -0.17
S -2.41540 -1.29204 -0.43526 2.62 -1.44 0.91 0.65
```
Forces are in eV/Å.

## Properties
HOMO-LUMO gap: 9.73 eV
energy relative to the best compared isomer or geometry (same formula, charge and spin): 115.6 kcal/mol
max |F|: 4.61 eV Å⁻¹
LUMO energy: 0.773 eV
total charge: 0
calculated total energy: -707.86603 hartree
SMILES string: S[C@@H]1C[C@H]2COC[C@H]21

The following is a DFT calculation (ωB97M-V/def2-TZVPD) of a molecular structure, C20H37N2O2P3Ru in a non-equilibrium geometry.

The geometry in XYZ format:
```
65
Properties=species:S:1:pos:R:3:forces:R:3:lowdin_spin:R:1
P 3.26453 -0.51906 0.13482 -0.86 0.16 -0.87 0.01
C 3.89379 -0.58463 1.82668 -0.32 0.08 0.02 0.00
H 4.99263 -0.51749 1.78668 -0.34 -0.03 0.14 0.00
H 3.59073 -1.52202 2.31120 0.21 0.17 -0.15 0.00
H 3.47908 0.25922 2.39384 0.25 -0.08 -0.12 0.00
C 3.38519 -2.16437 -0.61877 0.21 -0.20 0.06 0.00
H 3.54977 -2.08513 -1.70184 0.06 -0.08 0.31 0.00
H 2.45989 -2.73232 -0.44988 0.24 0.13 -0.01 0.00
H 4.22951 -2.71269 -0.16782 -0.25 0.14 -0.28 0.00
C 4.27409 0.64403 -0.80393 0.18 0.01 0.12 0.00
H 5.26729 0.19890 -0.97152 -0.22 0.29 -0.01 0.00
H 4.36779 1.57655 -0.22546 0.06 -0.29 -0.20 0.00
H 3.79536 0.87059 -1.76624 0.26 -0.05 0.26 0.00
P -0.92863 2.85554 -0.68059 -0.78 2.70 0.32 0.49
C -1.00067 3.38900 1.06572 0.35 -0.76 0.20 0.08
H -1.28501 4.45622 1.13794 0.09 -0.46 -0.17 0.02
H -0.00539 3.21173 1.50487 -0.40 0.29 -0.06 0.00
H -1.72615 2.74463 1.58860 0.21 0.47 -0.13 0.00
C 0.15209 4.07859 -1.53058 0.33 -1.12 -0.11 0.05
H -0.01968 3.99845 -2.61715 0.11 0.30 0.43 0.00
H 1.18981 3.76743 -1.31226 -0.30 0.47 -0.12 0.00
H -0.04154 5.10029 -1.15614 -0.01 -0.48 -0.13 0.01
C -2.62079 3.12457 -1.34226 0.22 -0.92 0.02 0.07
H -2.74109 4.17548 -1.65742 0.07 -0.38 0.14 0.02
H -3.34908 2.84681 -0.56123 0.22 0.24 -0.37 0.00
H -2.74408 2.44387 -2.20130 -0.26 0.49 0.18 0.00
P -2.50106 -2.23532 0.25169 0.40 0.32 -0.18 0.13
C -3.08006 -2.52361 1.91426 0.06 0.01 0.29 0.03
H -4.04063 -3.04925 1.84883 0.11 0.04 0.14 0.01
H -3.20929 -1.57702 2.45334 -0.16 -0.16 -0.16 0.00
H -2.35862 -3.14863 2.45143 -0.19 0.05 -0.09 0.00
C -3.81726 -1.91898 -0.90786 -0.24 0.22 -0.22 0.01
H -4.74856 -2.35824 -0.52326 0.16 0.08 -0.19 0.00
H -3.56307 -2.35822 -1.88102 -0.18 0.07 0.22 0.00
H -3.94344 -0.83306 -1.02422 -0.16 -0.29 0.04 0.00
C -1.39816 -3.51379 -0.34054 0.36 -0.42 -0.11 0.01
H -1.91966 -4.10337 -1.10834 0.12 0.04 0.23 0.00
H -1.09860 -4.18496 0.47525 -0.23 0.14 -0.21 0.00
H -0.49130 -3.08142 -0.78619 -0.34 -0.01 0.12 0.01
Ru -0.08387 0.10256 -1.57158 0.79 -0.86 10.06 0.87
C 1.36153 0.40725 -0.02764 1.06 1.08 1.51 0.07
O 1.36421 1.17419 0.91108 -0.59 -0.74 -0.97 0.04
C -1.57032 -0.56039 0.19852 -0.34 2.11 0.98 0.39
O -1.71147 0.26955 1.06449 0.37 -1.86 -1.68 0.43
C -1.31758 0.00253 -3.18305 -1.57 0.22 -1.97 0.02
C -0.79761 -1.26011 -2.90863 -0.55 -1.57 -1.47 0.04
C 0.58154 -1.43027 -2.75051 0.51 -1.57 -1.53 0.05
C 1.43719 -0.33528 -2.88808 1.04 -0.79 -0.85 0.02
C 0.91566 0.93302 -3.13847 0.73 1.62 -1.62 0.04
C -0.46230 1.10109 -3.31142 -0.56 1.50 -2.05 0.05
H -2.38246 0.12881 -3.27702 -0.20 0.08 -0.02 0.00
H -1.45424 -2.10262 -2.78623 -0.18 -0.13 -0.04 0.01
H 0.97364 -2.39532 -2.48089 0.17 -0.22 -0.01 0.01
H 2.49341 -0.46295 -2.72082 0.04 0.05 0.04 0.00
H 1.57749 1.78537 -3.15701 0.02 0.11 -0.09 0.00
H -0.87940 2.08434 -3.45762 0.02 0.06 -0.29 0.00
N 0.53736 -1.89746 4.09985 0.66 -1.72 -0.74 0.04
C 1.00369 -3.10462 3.58382 -0.75 2.15 2.90 0.34
C 0.92139 -2.97170 2.20949 -0.98 2.47 -2.05 0.28
N 0.42512 -1.72984 1.89854 0.41 -1.64 -0.90 0.05
C 0.19822 -1.09425 3.04076 0.58 -1.11 0.92 0.25
H 0.45740 -1.64644 5.07547 0.07 -0.07 0.37 0.00
H 1.33254 -3.92514 4.18249 0.17 -0.37 0.48 0.01
H 1.18017 -3.69485 1.45855 0.10 -0.17 -0.09 0.01
H -0.19726 -0.10111 3.19328 0.00 0.14 -0.22 0.01
```
Forces are in eV/Å.

## Properties
spin multiplicity: 5
HOMO-LUMO gap (spin up / spin down): 5.59 / 3.19 eV
energy relative to the best compared isomer or geometry (same formula, charge and spin): 2.9 kcal/mol
max |F|: 10.12 eV Å⁻¹
LUMO energy (spin up / spin down): -12.282 / -16.272 eV
total charge: +4
calculated total energy: -2161.50393 hartree
expectation value of S²: 6.02

The following is a DFT calculation (ωB97M-V/def2-TZVPD) of a molecular structure, C27H32N8OSV.

The geometry in XYZ format:
```
70
Properties=species:S:1:pos:R:3:forces:R:3:lowdin_spin:R:1
V 0.48430 -0.34691 -0.24535 0.56 0.36 -0.31 1.93
N 0.69140 -2.98066 4.64483 0.01 0.00 0.01 0.00
C 1.01141 -2.09640 3.44412 -0.06 -0.09 0.06 0.00
C 2.26556 -2.63601 2.77173 0.05 0.03 0.03 0.00
C 2.79911 -1.72276 1.66320 -0.05 -0.04 -0.08 0.00
N 2.00150 -1.84552 0.39869 -0.05 0.11 -0.06 0.00
C 2.89516 -0.26875 2.12080 0.05 0.03 0.01 0.00
C 1.64225 0.26401 2.81171 -0.11 0.01 -0.05 0.00
N 0.53250 0.49454 1.83705 -0.04 0.01 -0.08 0.01
C 1.19986 -0.67121 3.93791 0.06 -0.03 0.02 0.00
H 0.45450 -3.93807 4.37153 0.02 0.00 -0.01 0.00
H -0.09346 -2.61337 5.19079 -0.01 0.01 -0.02 0.00
H 1.49450 -3.03968 5.27974 0.01 0.02 -0.01 0.00
H 0.13738 -2.18086 2.79406 0.00 0.03 0.00 0.00
H 2.11462 -3.65353 2.39877 -0.02 0.01 -0.03 0.00
H 3.06110 -2.69658 3.52276 -0.01 -0.02 0.00 0.00
H 3.80799 -2.07361 1.44190 0.01 0.01 0.01 0.00
H 1.82845 -2.83039 0.20503 -0.04 0.00 0.02 0.00
H 2.62692 -1.57320 -0.36345 0.01 0.02 0.02 0.00
H 3.15058 0.37085 1.27488 -0.01 0.00 -0.01 0.00
H 3.72833 -0.19196 2.82357 -0.01 -0.01 0.01 0.00
H 1.88934 1.21860 3.27704 0.03 0.00 0.01 0.00
H 0.60832 1.45883 1.50589 0.04 -0.03 -0.05 0.00
H -0.36135 0.47536 2.32382 0.00 -0.02 0.00 0.00
H 0.29251 -0.29572 4.41996 -0.01 0.01 -0.04 0.00
H 1.98920 -0.66185 4.69727 -0.01 0.01 0.00 0.00
N -3.40558 1.17697 -0.95431 0.06 0.23 -0.10 0.01
C -3.57400 2.48993 -0.40426 0.05 -0.24 -0.12 0.00
C -4.84116 2.95624 -0.11585 -0.01 0.08 0.03 0.00
C -4.98183 4.21110 0.46521 -0.03 -0.03 -0.01 0.00
C -3.86316 4.96329 0.78499 0.02 0.00 0.00 0.00
C -2.59101 4.47023 0.52037 -0.02 -0.03 -0.01 0.00
C -2.44937 3.23799 -0.09942 -0.05 0.21 0.10 0.00
S -0.85260 2.68920 -0.60983 0.02 -0.21 -0.03 0.00
N -1.10682 0.97748 -0.54385 0.01 -0.01 -0.05 -0.01
C -2.27346 0.48131 -0.80907 -0.11 -0.49 0.21 0.01
C -2.33297 -1.01836 -0.80857 -0.05 0.26 0.03 0.01
C -3.38359 -1.74225 -1.33367 -0.06 -0.11 0.03 0.00
C -3.38149 -3.12653 -1.20216 -0.06 0.06 -0.04 0.01
C -2.32997 -3.73383 -0.54018 0.10 0.01 0.05 0.00
C -1.29546 -2.93648 -0.07839 -0.06 -0.05 -0.03 0.01
N -1.27504 -1.60865 -0.21580 -0.26 -0.14 0.02 0.00
H -4.25765 0.67191 -1.13834 -0.01 -0.01 0.03 0.00
H -5.71560 2.36048 -0.34946 0.01 -0.01 0.00 0.00
H -5.97214 4.59287 0.67084 0.01 0.01 0.00 0.00
H -3.97412 5.93880 1.23736 -0.01 -0.01 0.00 0.00
H -1.71554 5.05750 0.76779 0.00 0.00 -0.01 0.00
H -4.19777 -1.25401 -1.85168 0.00 -0.01 0.00 0.00
H -4.19497 -3.71434 -1.60661 0.01 0.00 0.00 0.00
H -2.29349 -4.80472 -0.39750 -0.02 0.00 -0.01 0.00
H -0.43589 -3.38258 0.40787 0.00 -0.01 0.00 0.00
O 1.69206 0.96728 -0.63614 0.24 0.16 -0.11 0.00
C 2.02287 1.65594 -1.77555 -0.19 -0.37 0.68 0.01
C 2.56670 2.92380 -1.62543 0.05 0.08 -0.25 -0.01
C 2.88797 3.66108 -2.75111 0.01 0.01 0.09 0.00
C 2.66307 3.14185 -4.02381 0.00 0.01 0.00 -0.01
C 2.13494 1.87512 -4.16494 0.02 0.03 0.03 0.00
C 1.81616 1.10483 -3.04005 -0.03 -0.06 -0.13 0.00
C 1.32983 -0.26245 -3.17895 0.08 0.16 0.04 0.01
N 0.77303 -1.02198 -2.23100 -0.08 -0.03 0.07 0.00
C 0.52273 -2.25881 -2.81839 -0.09 0.07 0.11 0.00
C 0.91915 -2.23355 -4.10965 0.09 0.08 -0.06 0.00
N 1.42731 -0.97392 -4.31638 -0.07 -0.08 -0.01 0.00
H 2.72561 3.31870 -0.63126 0.00 -0.02 0.01 0.00
H 3.31135 4.64999 -2.63712 0.00 0.00 -0.03 0.00
H 2.90131 3.73200 -4.89727 -0.01 -0.02 -0.01 0.00
H 1.95160 1.49550 -5.16248 0.01 0.00 0.00 0.00
H 0.06001 -3.07177 -2.28767 0.00 0.01 0.01 0.00
H 0.89240 -2.97926 -4.88451 0.00 0.00 0.01 0.00
H 1.84461 -0.64302 -5.17202 0.00 -0.02 -0.01 0.00
```
Forces are in eV/Å.

## Properties
spin multiplicity: 3
HOMO-LUMO gap (spin up / spin down): 6.54 / 6.72 eV
energy relative to the best compared isomer or geometry (same formula, charge and spin): 0.0 kcal/mol
max |F|: 0.80 eV Å⁻¹
LUMO energy (spin up / spin down): -8.567 / -8.441 eV
total charge: +3
calculated total energy: -2902.85571 hartree
expectation value of S²: 2.02